Record 1
Below is one molecule with the formula C6H8, with properties calculated with wB97M-V/def2-TZVPD.

Structure (SMILES): C1=C[C@H]2C[C@H]2C1
2S+1: 1

XYZ file:
```
14
Properties=species:S:1:pos:R:3:mulliken_charge:R:1
C -0.7230 -0.8184 -0.1707 -0.095
C 1.0509 0.8512 -0.2448 -0.740
C -0.2893 0.4441 -0.8757 -0.072
C 1.4266 -0.3430 0.6125 -0.363
C 0.4151 -1.2061 0.7133 -0.531
C -1.4729 0.4721 0.0505 -0.839
H 2.3811 -0.4247 1.1265 0.378
H -1.2539 -1.5961 -0.7120 0.379
H -1.3527 1.0327 0.9748 0.228
H 0.9151 1.7161 0.4209 0.239
H 1.8087 1.1460 -0.9790 0.363
H -2.4851 0.4977 -0.3470 0.265
H -0.4036 0.5374 -1.9525 0.367
H 0.3911 -2.0942 1.3384 0.422
```

---

Record 2
Below is one molecule with the formula C6H8 at a distorted geometry, with properties calculated with wB97M-V/def2-TZVPD.

Structure (SMILES): C=C=C(C)C=C
2S+1: 1

XYZ file:
```
14
Properties=species:S:1:pos:R:3:mulliken_charge:R:1
C 0.1557 -0.2320 0.1211 0.766
C -1.2561 1.3933 -1.5132 -0.640
C 1.5578 0.3047 2.3146 -0.826
C 0.8755 -0.0310 1.2107 -0.048
C -0.2142 -1.5732 -0.3093 -0.961
C -0.2256 1.0531 -0.7034 -0.254
H -1.3609 2.4436 -1.8371 0.238
H 0.5565 1.8019 -0.3613 0.229
H -2.1174 0.7424 -1.7557 0.227
H -1.3153 -1.6190 -0.7523 0.241
H 1.1076 0.7182 3.2303 0.234
H 0.4822 -2.1532 -0.8918 0.276
H -0.2240 -2.2428 0.6081 0.299
H 2.6537 0.1260 2.4835 0.221
```

---

Record 3
Below is one molecule with the formula C6H8 at a distorted geometry, with properties calculated with wB97M-V/def2-TZVPD.

Structure (SMILES): C=C/C=C/C=C
2S+1: 1

XYZ file:
```
14
Properties=species:S:1:pos:R:3:mulliken_charge:R:1
C -1.6018 0.9078 0.9697 -0.238
C 2.1816 -0.8237 -1.6988 -0.788
C 0.1596 0.0730 -0.4466 -0.162
C 1.6224 -0.1293 -0.7219 -0.104
C -2.3107 -0.2376 1.1001 -0.758
C -0.1871 0.7881 0.6288 -0.317
H 0.5217 1.2903 1.2541 0.342
H 3.1801 -1.0998 -1.9149 0.306
H 1.4578 -1.0950 -2.4578 0.214
H -0.6793 -0.2746 -1.0385 0.400
H -1.8894 1.8329 1.4316 0.339
H -3.2450 -0.4040 1.6326 0.294
H -1.5572 -1.0781 1.2686 0.266
H 2.3472 0.2501 -0.0071 0.205
```

---

In the order shown, the computed highest occupied orbital energy values come out to -8.8, -8.7, -8.5 eV.
In the order shown, the computed Kohn-Sham gap values come out to 10.0, 9.7, 9.3 eV.